[1]
Entry from the Open Molecules 2025 dataset: a 3-piece molecular cluster, C19H43BClN8O8P3S overall in a non-equilibrium geometry (the ωB97M-V functional and the def2-TZVPD basis).

Orbital gap   6.0 eV
LUMO   -1.688 eV
Highest occupied orbital energy   -7.647 eV

```
84
Properties=species:S:1:pos:R:3:forces:R:3
Cl 0.259479 5.514846 -2.241375 0.70 -0.34 0.04
S 6.700834 7.632468 -0.793898 0.72 0.24 -0.18
P 1.971779 6.199984 -3.170153 -0.57 1.55 -0.64
P -0.582971 -5.985070 1.485303 -2.80 -5.40 -4.11
P -3.476372 1.178011 0.631274 3.71 -4.45 -4.58
O -0.905876 -6.743952 2.755676 1.42 3.22 1.59
O 1.803789 3.134670 -0.653988 0.66 0.92 0.89
O 2.146638 5.266169 -4.520697 0.14 0.22 1.03
O 2.519168 2.803988 -2.716389 1.00 0.93 -0.05
O -4.131453 1.875800 -0.543789 -1.47 2.16 2.87
O 4.203585 8.086078 -4.032163 0.75 -0.24 0.77
O 4.916393 3.047862 -0.051201 0.62 0.32 -1.36
O 4.607643 3.241648 2.065685 -0.39 -0.10 -0.31
N -3.933985 -0.426146 0.123296 -0.37 -0.78 0.13
N 0.013074 -4.897179 0.226144 1.45 1.36 2.43
N -2.203664 -5.869773 0.894462 -0.24 0.47 0.29
N 0.245994 -7.315404 0.722493 0.61 -0.34 -0.38
N -2.988236 0.528418 2.205982 -2.33 1.82 1.09
N 5.473115 6.450428 -1.081658 -0.31 0.30 0.48
N 4.062311 2.835052 1.136435 -0.36 -0.19 1.56
N -1.841664 1.498755 0.188936 -0.02 0.48 0.30
C 4.223475 9.579089 -1.977595 -0.26 -0.06 -0.50
C 2.532754 3.386668 -1.621353 -1.38 -1.46 -0.85
C -2.597514 -5.699258 -0.491645 0.30 0.42 -0.32
C -5.292675 -0.530583 -0.401871 -0.04 0.28 0.09
C 3.547349 4.513563 -1.469264 0.11 -0.21 0.26
C 1.116731 -8.073994 1.617087 -0.05 0.20 0.22
C -0.678072 0.726440 0.586755 0.13 -0.19 0.48
C 4.683549 4.240860 -0.659605 -0.69 0.52 -0.48
C 3.437265 5.797216 -2.091539 -0.12 -2.33 0.31
C 1.312769 -5.143205 -0.417223 0.26 -0.26 -0.23
C 0.056867 -3.510493 0.755943 -0.50 0.26 -0.14
C -3.105948 -5.089881 1.739116 0.00 -0.18 0.46
C -3.675983 -0.640567 2.774919 -0.10 -0.38 -0.04
C -3.039744 -1.232837 -0.684600 0.45 0.03 0.21
C -3.064199 1.603373 3.227091 0.53 0.22 -0.02
C 4.425995 6.747152 -1.894919 -0.83 0.42 -0.49
C 5.591846 5.238018 -0.486360 0.87 -0.30 0.54
C -1.474348 2.914228 0.174427 -0.24 0.39 -0.47
C -0.458493 -8.230254 -0.157246 -0.25 0.33 -0.31
B 4.267975 8.163375 -2.663523 0.38 0.44 -0.20
H 2.118078 -5.278985 0.308408 0.09 -0.01 -0.10
H -3.427788 -1.549288 2.233558 -0.11 0.15 -0.22
H -2.284898 3.532779 -0.212869 -0.12 -0.17 0.03
H -4.146377 -5.370815 1.559182 0.04 -0.01 -0.12
H -3.336114 -0.808158 3.801528 0.06 0.37 0.01
H 1.878226 -8.606848 1.040415 -0.08 0.05 -0.14
H -3.658284 -5.939246 -0.603976 0.00 -0.02 0.22
H 1.273467 -6.008232 -1.072508 -0.09 -0.13 0.24
H 0.168353 0.983913 -0.054720 -0.14 0.22 -0.06
H 1.644070 -7.408046 2.302556 -0.06 -0.05 0.04
H -2.606285 1.282548 4.163329 0.00 -0.08 -0.05
H -3.005957 -4.010689 1.550898 -0.15 0.02 -0.08
H -2.525117 2.493421 2.893628 0.00 -0.04 -0.12
H -2.641034 -0.684523 -1.546972 0.11 -0.06 -0.02
H -1.226583 3.277966 1.182500 0.16 0.00 -0.01
H -4.761809 -0.518968 2.791858 -0.01 -0.13 0.06
H -0.900464 -3.235179 1.206527 -0.03 -0.12 0.02
H 0.166952 -9.091830 -0.400832 0.12 0.05 0.24
H -2.067305 -6.360615 -1.168889 0.18 0.03 0.10
H -2.908090 -5.264204 2.796606 0.12 -0.09 -0.06
H 4.922961 10.243934 -2.515028 -0.15 -0.26 0.26
H -2.456630 -4.668597 -0.847406 -0.02 -0.02 -0.03
H 6.475280 5.059659 0.125582 -0.19 0.23 -0.19
H 0.829132 -3.401782 1.523261 0.07 0.14 -0.10
H 4.516073 7.211412 -4.306708 -0.41 0.13 -0.40
H -2.215217 -1.618437 -0.079398 0.13 0.13 -0.10
H -0.822759 -0.345028 0.481765 -0.21 0.01 0.10
H -0.663493 -7.761350 -1.122924 -0.18 0.02 0.06
H 6.382305 8.174157 0.418231 -0.47 -0.55 -0.41
H 1.546870 5.673677 -5.162851 0.14 -0.18 -0.14
H 1.573103 -4.298176 -1.060958 -0.21 0.21 0.24
H 4.461898 9.588364 -0.909078 -0.28 0.09 -0.26
H -5.981868 0.085148 0.179006 0.01 0.04 -0.08
H -0.373431 0.926217 1.624445 0.02 -0.02 0.00
H -5.357144 -0.214727 -1.448883 -0.09 0.06 0.01
H 3.223225 10.007441 -2.180030 0.30 -0.12 0.34
H -5.647515 -1.563013 -0.328899 0.16 -0.04 0.04
H -3.542863 -2.128913 -1.056625 -0.27 0.16 0.04
H 0.251725 -2.793816 -0.042410 0.01 -0.08 -0.04
H -1.394660 -8.599619 0.279119 -0.05 -0.04 -0.08
H 0.560649 -8.803951 2.215339 0.05 0.02 0.10
H -4.100740 1.894254 3.424258 0.03 -0.04 0.17
H -0.609124 3.082581 -0.469005 0.06 -0.15 0.12
```
Forces are in eV/Å.

Löwdin atomic charge list, values in e, 2 entries: 0.313, 0.934

[2]
Entry from the Open Molecules 2025 dataset: C19H24BrCaClKMgNO10 as an isolated structure in a non-equilibrium geometry (the ωB97M-V functional and the def2-TZVPD basis).

Orbital gap   2.9 eV
LUMO   -9.345 eV
Highest occupied orbital energy   -12.257 eV
Net charge   +2

```
59
Properties=species:S:1:pos:R:3:forces:R:3
Br 6.153820 0.158564 0.649442 1.66 -0.21 0.67
Ca 3.602008 -2.295439 3.454907 0.41 0.22 -2.25
K -1.216073 1.071333 2.455510 -2.29 1.98 1.17
Cl -2.331860 -2.075628 -2.026483 1.68 -0.95 -0.75
Mg 0.467213 -2.817192 2.014416 0.78 -0.45 1.28
O -2.819296 0.965785 -2.329076 -0.24 -0.09 0.78
O 3.404607 -0.191968 0.578255 -0.61 -0.92 1.15
O 2.692221 -3.101738 -2.839435 0.36 0.25 0.24
O 0.844903 -4.149139 -3.619649 -0.34 0.96 0.87
O -4.144595 1.444026 -3.936084 -0.33 -0.35 0.23
O 4.227673 -3.814131 1.406193 -0.17 0.25 1.16
O -5.987035 -1.089819 0.075064 0.32 0.50 -1.17
O -1.613849 -1.965379 -5.742473 0.16 -0.23 0.15
O -1.366506 -4.639635 -3.855460 0.43 -0.56 -0.33
O -4.869532 0.326504 -2.241811 -0.49 -0.83 1.68
N -3.930307 0.930761 -2.857319 0.83 0.76 -1.83
C 5.055250 -4.852873 1.973819 -0.08 -0.27 -0.31
C 0.708581 7.802103 4.050571 0.02 -0.02 0.00
C -0.494163 -3.973162 -3.411723 -2.25 0.68 0.18
C 0.038907 7.114354 3.047869 -0.06 -0.02 -0.02
C 1.519162 -3.133628 -2.904874 -1.23 -0.07 -0.10
C -0.792027 -2.723288 -2.531265 2.39 -0.49 -0.40
C 0.374070 -0.062667 0.918456 0.88 0.29 -1.71
C 2.165717 5.916422 4.377973 0.00 -0.06 0.03
C 0.427725 5.823879 2.713846 0.07 -0.10 0.12
C 0.931883 0.299396 -1.882672 -0.25 -0.15 1.24
C 0.455750 -2.249701 -2.274768 -1.65 1.48 0.74
C -6.655135 -3.055938 -0.956687 -1.55 -0.60 -0.85
C 1.491394 5.224003 3.380986 -0.16 0.02 -0.02
C 0.719040 1.330108 0.409660 -0.66 -3.10 0.00
C 0.325151 -1.155403 -0.014154 0.18 1.81 0.30
C 0.587899 -0.997235 -1.418981 0.84 0.38 0.91
C 0.988999 1.426985 -0.983884 -0.50 -0.71 1.06
C 1.772561 7.204649 4.713897 -0.02 -0.02 -0.02
C -5.735960 -1.774911 -0.974477 1.34 -1.43 1.59
H 4.472793 -5.764657 2.110281 0.08 -0.01 0.07
H 0.144259 -0.304928 2.043213 1.69 -0.30 -2.68
H 3.914715 -4.131294 0.551972 -0.04 0.33 -0.11
H -7.713952 -2.801127 -0.952281 0.08 0.09 0.06
H 5.427343 -4.515325 2.946335 0.08 0.05 -0.05
H 0.401670 8.805743 4.315043 0.01 -0.02 -0.02
H -0.785971 7.583681 2.527038 0.02 0.00 0.01
H 3.285971 -0.875897 -0.091118 0.16 0.10 -0.15
H -1.650761 -2.928086 -5.776815 -0.13 0.01 -0.07
H -6.438317 -3.672862 -0.086945 0.30 0.42 0.15
H -6.455739 -3.644316 -1.854322 0.20 0.27 -0.07
H 0.740763 2.218491 1.114807 0.25 -1.14 -1.15
H 2.295872 7.743666 5.493009 0.00 -0.01 -0.02
H 2.997165 5.452453 4.893584 0.00 0.02 -0.02
H 1.142024 0.451069 -2.945102 -0.07 -0.01 0.42
H 0.041833 -2.186538 0.328272 -0.12 1.12 -1.23
H 1.796664 4.214586 3.122401 0.08 0.04 -0.03
H 5.903654 -5.049609 1.320838 0.08 0.06 0.15
H 1.230070 2.429193 -1.348104 0.01 -0.50 -0.16
H -0.099072 5.285802 1.932576 0.02 0.06 -0.05
H -1.481403 -1.705454 -6.660451 -0.02 0.12 0.03
H -4.696496 -2.122505 -1.109866 0.08 0.57 0.11
H 4.489151 -0.112949 0.692290 -1.64 0.07 -0.43
H -5.960432 -1.289134 -1.986242 -0.63 0.70 -0.55
```
Forces are in eV/Å.

Löwdin atomic charge list, values in e, 2 entries: -0.058, 1.326